# 1
10 unconnected molecules or ions with the total composition C15H17Cl27FNO5 at a distorted geometry. Source: the Open Molecules 2025 dataset; level of theory: wB97M-V/def2-TZVPD.

Last column: Mulliken charge in e.
Element x y z (Å)
C1 3.94697 -3.39873 2.71993  -0.7767
C2 4.12245 -2.63580 1.43507  0.4845
O1 4.75368 -3.06024 0.48408  -0.6616
N1 3.44994 -1.41571 1.31318  0.5778
C3 3.80958 -0.50268 0.24110  -1.1237
O2 3.33717 -0.73339 2.56207  -0.3788
C4 2.01338 -0.73262 2.91888  0.5793
O3 1.63300 -1.12337 3.97442  -0.4937
O4 1.24376 -0.21121 1.94520  -0.1833
C5 -0.00137 -0.87576 1.69821  0.9285
C6 0.25338 -2.30719 1.32589  0.3655
O5 0.73709 -2.60512 0.30110  -0.4063
F1 -0.04672 -3.22670 2.25431  -0.3184
H1 3.08549 -3.08600 3.30757  0.2463
H2 4.86184 -3.29357 3.31064  0.2945
H3 3.83313 -4.45148 2.44520  0.2392
H4 4.72633 0.04696 0.47756  0.3021
H5 2.98991 0.20823 0.10264  0.3475
H6 3.91723 -1.09262 -0.66817  0.3258
H7 -0.66336 -0.76913 2.56338  0.4268
H8 -0.44594 -0.42137 0.81999  -0.6657
Cl1 -0.51765 2.98828 3.36517  -0.0937
C7 0.67098 3.83048 2.37230  -0.1707
Cl2 2.31245 3.49704 2.92604  -0.1268
Cl3 0.49032 3.41905 0.66119  -0.0073
H9 0.49397 4.89198 2.48205  0.3693
Cl4 -0.19446 4.53288 8.77644  -0.1330
C8 -1.34264 3.94033 7.57664  0.1874
Cl5 -1.62573 5.14702 6.32477  -0.1011
Cl6 -0.79867 2.41897 6.87575  -0.1047
H10 -2.28390 3.75837 8.07910  0.1511
Cl7 1.97741 -5.68045 -1.92587  -0.1468
C9 2.82357 -5.67212 -0.37568  0.6616
Cl8 1.68841 -5.92064 0.95202  -0.1341
Cl9 4.09795 -6.88980 -0.35126  -0.1495
H11 3.28696 -4.70079 -0.24663  -0.2631
Cl10 0.20557 2.68623 -2.39425  -0.0194
C10 1.34815 3.59458 -3.39068  -0.0794
Cl11 3.00782 3.26676 -2.89286  -0.1257
Cl12 1.10156 3.23152 -5.09382  -0.0845
H12 1.15696 4.64886 -3.23984  0.2884
Cl13 -2.45709 -1.58641 -0.37242  -0.1358
C11 -2.94554 -0.15840 -1.29478  0.2906
Cl14 -4.67425 0.12609 -1.18588  -0.1245
Cl15 -2.04969 1.26685 -0.75705  -0.1230
H13 -2.70173 -0.34240 -2.33334  0.0503
Cl16 -4.04376 0.22270 -4.63057  -0.0858
C12 -5.71006 -0.23948 -4.99353  0.1251
Cl17 -6.62878 1.15266 -5.55653  -0.1224
Cl18 -5.75506 -1.55187 -6.16418  -0.1203
H14 -6.15814 -0.59054 -4.07282  0.2286
Cl19 -4.97590 4.77054 7.22258  -0.1055
C13 -5.69820 5.93929 6.11612  0.0571
Cl20 -5.01124 5.77785 4.50053  -0.1084
Cl21 -7.45073 5.77181 6.07946  -0.1232
H15 -5.46294 6.92991 6.48171  0.2776
Cl22 3.14760 -6.51392 -6.39991  -0.1216
C14 2.27213 -7.52368 -5.25018  0.3131
Cl23 0.55501 -7.11886 -5.23630  -0.1267
Cl24 2.51320 -9.23445 -5.60074  -0.1281
H16 2.66732 -7.32514 -4.26195  0.0571
Cl25 -2.45310 2.53645 -6.66705  -0.0492
C15 -1.86155 3.81802 -7.72300  -0.0791
Cl26 -1.29953 5.20316 -6.78738  -0.1021
Cl27 -0.58618 3.22337 -8.78591  -0.1099
H17 -2.68777 4.14537 -8.33964  0.3382

Computed properties:
Frontier orbital gap ... 10.2858 eV
SMILES ... CC(=O)N(C)OC(=O)OCC(=O)F.ClC(Cl)Cl.ClC(Cl)Cl.ClC(Cl)Cl.ClC(Cl)Cl.ClC(Cl)Cl.ClC(Cl)Cl.ClC(Cl)Cl.ClC(Cl)Cl.ClC(Cl)Cl
HOMO energy ... -10.1 eV



# 2
A molecular structure, C15H17Cl2LiN5S5Sb. Source: the Open Molecules 2025 dataset; level of theory: wB97M-V/def2-TZVPD.

Last column: Mulliken charge in e.
Element x y z (Å)
Li1 1.16802 0.01476 0.79809  0.4661
S1 1.26724 3.33440 3.90239  -0.8424
Sb1 2.35636 1.28996 3.49387  0.4383
S2 0.54539 -0.24338 3.04954  -0.7075
S3 3.05624 1.51822 1.07690  -0.4601
S4 5.01484 0.78786 0.89069  -0.7574
C1 -0.29280 0.66972 -4.75115  -0.8844
N1 -1.27116 0.77450 -3.69547  0.2312
C2 -2.53877 1.31608 -3.79907  -0.5107
C3 -3.08390 1.28605 -2.57196  -0.4487
N2 -2.15324 0.71751 -1.71658  0.4186
C4 -1.00281 0.41363 -2.40380  -0.1724
S5 0.45937 -0.19738 -1.88468  -0.2708
C5 -2.35871 0.56612 -0.31315  0.2146
C6 -2.85576 1.62517 0.41383  -0.4970
C7 -3.01190 1.44819 1.78591  -0.4839
C8 -2.65121 0.24597 2.34874  -0.3227
C9 -2.17613 -0.75945 1.51091  -0.3710
N3 -2.06023 -0.62411 0.19573  -0.3504
H1 -0.74204 1.03187 -5.67467  0.3188
H2 0.02332 -0.36637 -4.86794  0.3001
H3 0.58907 1.26034 -4.50345  0.3248
H4 -2.93690 1.66540 -4.73456  0.4158
H5 -4.05446 1.59054 -2.22504  0.4777
H6 -3.03263 2.58495 -0.05273  0.4178
H7 -3.33919 2.27307 2.40446  0.3780
H8 -2.64728 0.09154 3.41684  0.3428
H9 -1.85156 -1.70562 1.92479  0.3618
Cl1 0.74113 5.85687 -0.06826  -0.2724
C10 1.17638 4.22478 0.53996  -0.1226
Cl2 -0.08538 3.04374 0.16930  0.0237
H10 1.27520 4.24938 1.62909  -0.0384
H11 2.08711 3.91066 0.04782  0.2889
N4 -0.17905 -3.16904 -0.01497  -0.4358
C11 1.06762 -3.22763 0.59007  0.4344
C12 1.50449 -4.40750 1.20413  -0.7056
C13 2.76320 -4.42539 1.76794  -0.2269
C14 3.56322 -3.29538 1.69437  -0.7845
C15 3.04982 -2.17257 1.06717  0.2984
N5 1.82520 -2.13545 0.52978  0.1521
H12 -0.89119 -3.71240 0.44520  0.2775
H13 -0.48903 -2.22925 -0.23768  0.0591
H14 0.85811 -5.27684 1.23339  0.3224
H15 3.11836 -5.32251 2.26436  0.3456
H16 4.55257 -3.25966 2.12823  0.4267
H17 3.64307 -1.26131 0.99167  -0.0689

Computed properties:
Energy above the lowest of the compared OMol25 structures with the same formula, charge and spin ... 76.95 kJ/mol
Frontier orbital gap ... 4.1410 eV
Charge ... -2
HOMO energy ... -0.2 eV



# 3
A molecular structure, C15H17Cl2N5SV. Source: the Open Molecules 2025 dataset; level of theory: wB97M-V/def2-TZVPD.

Last column: Mulliken charge in e.
Element x y z (Å)
V1 -0.86500 -0.38141 -0.79751  0.1409
Cl1 -1.35143 0.80162 1.34017  -0.0888
C1 -0.31851 -0.35876 2.24021  -0.2656
Cl2 0.38699 -1.53443 1.10939  -0.0261
H1 -0.95561 -0.88547 2.94092  0.3741
H2 0.47947 0.20529 2.70865  0.3676
C2 -3.79295 -3.37531 -2.12922  -0.5750
C3 -3.30689 -2.84329 -0.93704  -0.3832
N1 -2.13077 -2.21854 -0.88060  -0.2849
C4 -1.45910 -2.11877 -2.01901  -0.0746
C5 -1.92467 -2.42527 -3.28024  0.1448
C6 -3.12411 -3.13973 -3.32080  -0.3074
C7 -1.18489 -1.80861 -4.38853  -0.7250
C8 -1.01812 -0.48393 -4.44809  -1.1219
C9 -1.75365 0.57694 -3.71280  1.1371
C10 -2.30255 1.57156 -4.52165  -0.6931
C11 -3.07204 2.56122 -3.93672  -0.3748
N2 -3.30941 2.57731 -2.62532  -0.4476
C12 -2.74278 1.62479 -1.92394  -0.7919
N3 -1.94198 0.64393 -2.36895  0.5347
H3 -4.73020 -3.91329 -2.12341  0.4250
H4 -3.87278 -2.91064 -0.01752  0.4413
H5 -0.40441 -1.74364 -1.99172  0.9157
H6 -3.55255 -3.45646 -4.26274  0.5095
H7 -0.76256 -2.42928 -5.16993  0.5115
H8 -0.45835 -0.09167 -5.29022  0.5287
H9 -2.14298 1.55390 -5.59024  0.5413
H10 -3.51321 3.35733 -4.52439  0.4457
H11 -2.93738 1.63045 -0.85282  0.5019
S1 1.23889 0.77962 -1.27224  -0.3476
C13 1.23110 2.45483 -1.59919  0.5135
N4 2.32835 3.08653 -1.98965  -0.1802
C14 2.13157 4.52972 -2.13761  -0.4845
C15 0.61991 4.68473 -1.86290  -0.5050
N5 0.22167 3.31721 -1.50391  0.0739
H12 3.21327 2.61595 -2.08280  0.2036
H13 2.40320 4.85185 -3.14088  0.3109
H14 2.73951 5.07283 -1.41538  0.3049
H15 0.07481 5.02355 -2.74306  0.2989
H16 0.42089 5.36870 -1.04026  0.3250
H17 -0.71150 3.05239 -1.24669  0.1264

Computed properties:
Energy above the lowest of the compared OMol25 structures with the same formula, charge and spin ... 0.00 kJ/mol
Frontier orbital gap (spin up / spin down) ... 8.2947 / 8.8297 eV
Multiplicity ... 4
Charge ... +2
HOMO energy (spin up / spin down) ... -14.6 / -15.2 eV



# 4
A molecular structure, C15H17Cl3N3O3PRhSi. Source: the Open Molecules 2025 dataset; level of theory: wB97M-V/def2-TZVPD.

Last column: Mulliken charge in e.
Element x y z (Å)
Rh1 -1.08008 0.42377 0.51155  0.8943
O1 1.37733 3.18165 -1.18544  -0.5964
C1 0.57616 2.32756 -0.90975  0.0628
N1 0.21502 1.87227 0.33783  -0.1080
C2 0.95816 2.16378 1.47217  -0.0347
O2 1.99676 2.76616 1.51922  -0.5827
C3 0.32304 1.58411 2.70269  0.4852
C4 0.75538 1.96251 3.95646  -0.7376
C5 0.11690 1.43953 5.06620  -0.2533
C6 -0.92099 0.54274 4.87416  -0.9743
C7 -1.28837 0.19688 3.58836  -0.1216
N2 -0.68361 0.71289 2.51116  0.3920
C8 -0.18098 1.59348 -1.98283  0.2777
C9 0.13555 1.79341 -3.31203  -0.4006
C10 -0.59544 1.13059 -4.28110  -0.4462
C11 -1.63267 0.30497 -3.87501  -0.8535
C12 -1.88656 0.15419 -2.52568  -0.3889
N3 -1.17258 0.77866 -1.57835  0.3544
H1 1.57834 2.66017 4.02293  0.5143
H2 0.42240 1.72388 6.06389  0.4528
H3 -1.44639 0.10300 5.70962  0.4184
H4 -2.06899 -0.52458 3.41676  0.6136
H5 0.94309 2.47477 -3.54264  0.5351
H6 -0.36878 1.25821 -5.33101  0.4726
H7 -2.24715 -0.22199 -4.59095  0.4663
H8 -2.68543 -0.48615 -2.19134  0.5356
C13 2.38998 -3.11151 0.23592  -1.2661
P1 1.42711 -1.90448 -0.66862  0.8997
C14 0.27227 -2.82798 -1.68955  -0.9107
C15 2.56069 -1.07964 -1.78461  -1.0900
O3 0.74209 -0.94979 0.27418  -0.3961
H9 2.87244 -3.81459 -0.44407  0.3939
H10 1.73642 -3.65815 0.91526  0.3404
H11 3.15286 -2.59528 0.81851  0.3632
H12 0.78457 -3.31359 -2.52023  0.3968
H13 -0.47998 -2.14556 -2.08591  0.1090
H14 -0.22752 -3.58712 -1.08759  0.3492
H15 3.10390 -1.80365 -2.39247  0.4400
H16 3.27099 -0.49433 -1.19962  0.3450
H17 2.01049 -0.40531 -2.44157  0.2469
Cl1 -2.35758 -1.54920 1.03306  -0.1914
Si1 -3.33360 0.36946 0.78564  0.3742
Cl2 -4.72691 0.05341 -0.64762  -0.1993
Cl3 -4.33833 0.90083 2.45244  -0.1818

Computed properties:
Energy above the lowest of the compared OMol25 structures with the same formula, charge and spin ... 98.82 kJ/mol
Frontier orbital gap ... 8.3340 eV
Charge ... +1
HOMO energy ... -12.0 eV



# 5
2 unconnected molecules or ions with the total composition C15H17ClFNO2S at a distorted geometry. Source: the Open Molecules 2025 dataset; level of theory: wB97M-V/def2-TZVPD.

Last column: Mulliken charge in e.
Element x y z (Å)
C1 -7.66816 2.43071 -4.89513  -1.4348
C2 -7.04415 3.74793 -4.68340  0.3754
N1 -6.64968 4.07223 -3.38113  0.3024
F1 -6.83584 3.17827 -2.39853  -0.0834
C3 -6.03508 5.29149 -3.08291  0.4281
C4 -5.63900 5.53235 -1.68674  -1.4693
C5 -5.81349 6.18179 -4.09850  -0.4386
C6 -6.20081 5.88778 -5.41407  1.2243
C7 -5.95349 6.88059 -6.49352  -1.4771
C8 -6.81581 4.65298 -5.68243  -0.5905
H1 -7.93696 2.27021 -5.93957  0.3619
H2 -6.98119 1.64069 -4.59146  0.3843
H3 -8.57028 2.33562 -4.29015  0.3758
H4 -5.17684 6.51199 -1.56162  0.3167
H5 -6.50717 5.47318 -1.02879  0.4772
H6 -4.92617 4.77121 -1.36910  0.2828
H7 -5.32680 7.11863 -3.89374  0.4516
H8 -6.30718 6.51448 -7.45778  0.3602
H9 -6.46912 7.81806 -6.28132  0.3547
H10 -4.88887 7.10001 -6.58734  0.3549
H11 -7.10353 4.41122 -6.69085  0.3574
Cl1 -7.92012 -0.54108 -0.45123  -0.2774
C9 -7.59589 0.72706 0.63793  -0.6176
S1 -6.03771 0.74071 1.50984  0.9442
C10 -5.93607 2.42487 2.13733  -0.1910
C11 -5.23410 3.38771 1.44958  -0.1576
C12 -5.12620 4.66357 1.96891  -0.5317
C13 -5.72692 4.97336 3.17146  -0.4393
C14 -6.43273 4.00528 3.85421  -0.5063
C15 -6.53831 2.73075 3.33416  -0.3735
O1 -6.24840 -0.14144 2.71629  -0.6439
O2 -4.90026 0.61234 0.52794  -0.6664
H12 -8.33745 1.47374 0.80808  0.3775
H13 -4.75369 3.11920 0.52184  0.5813
H14 -4.56077 5.41480 1.44407  0.4227
H15 -5.62966 5.96365 3.58705  0.3817
H16 -6.89077 4.23908 4.80017  0.3759
H17 -7.06412 1.95301 3.86465  0.4073

Computed properties:
Frontier orbital gap ... 2.2166 eV
HOMO energy ... -4.4 eV